ORCA calculation (ωB97M-V with the def2-TZVPD basis set) on a structure of composition C44H79Br22F3N5 at a distorted geometry.

Values from the calculation:
LUMO (eV): -2.1765
E_HOMO (eV): -9.28
Multiplicity: 1
E_tot (eV): -1603437.8514
Charge: +1

XYZ file:
```
153
C44H79Br22F3N5 ωB97M-V with the def2-TZVPD basis set
F 1.132 -6.766 -0.483
C 2.026 -5.808 -0.125
F 2.396 -5.666 1.170
C 2.511 -4.978 -1.074
F 1.866 -5.019 -2.301
C 3.709 -3.995 -0.822
C 3.556 -2.856 -1.931
N 4.596 -1.811 -1.828
C 4.789 -1.084 -0.527
C 3.669 0.042 -0.396
C 2.699 -0.184 0.865
C 1.535 -1.113 0.371
C 0.354 -1.312 1.399
C -0.168 -2.807 1.199
C -0.679 -3.122 -0.258
C -2.268 -3.252 -0.385
C -2.510 -4.073 -1.733
C -3.604 -3.462 -2.685
C -3.389 -1.949 -3.094
C -2.039 -1.657 -3.859
N -1.266 -0.514 -3.335
C -0.102 -0.075 -3.971
C 0.486 1.035 -3.249
C -0.430 1.335 -2.075
C -1.452 0.305 -2.233
C 5.333 -1.530 -2.890
N 5.242 -2.095 -4.169
C 6.129 -1.572 -5.070
N 6.842 -0.653 -4.318
N 6.391 -0.619 -3.061
H 3.639 -3.555 0.209
H 4.676 -4.530 -0.997
H 2.542 -2.364 -1.874
H 3.574 -3.396 -2.913
H 4.831 -1.781 0.347
H 5.770 -0.539 -0.544
H 4.122 1.064 -0.340
H 3.073 0.008 -1.356
H 3.342 -0.674 1.655
H 2.327 0.820 1.183
H 1.072 -0.724 -0.582
H 1.991 -2.134 0.209
H 0.789 -1.303 2.442
H -0.484 -0.573 1.283
H -0.896 -3.119 1.991
H 0.754 -3.447 1.355
H -0.262 -4.122 -0.571
H -0.361 -2.385 -1.042
H -2.608 -3.799 0.529
H -2.661 -2.199 -0.442
H -1.530 -4.228 -2.266
H -2.865 -5.091 -1.401
H -4.613 -3.542 -2.203
H -3.616 -4.049 -3.650
H -3.562 -1.297 -2.201
H -4.229 -1.707 -3.812
H -2.248 -1.496 -4.946
H -1.407 -2.585 -3.788
H 0.367 -0.500 -4.889
H 1.422 1.591 -3.480
H -0.333 2.136 -1.294
H -2.312 0.207 -1.532
H 6.223 -1.858 -6.163
H 7.593 -0.107 -4.739
H 6.806 0.002 -2.366
Br 1.877 3.281 -0.505
C 2.775 4.556 0.664
C 2.518 4.241 2.114
Br 0.729 4.791 2.649
H 2.436 5.547 0.370
H 3.836 4.457 0.432
H 3.195 4.808 2.754
H 2.607 3.182 2.348
Br -2.268 2.796 5.067
C -2.013 4.005 6.575
C -1.052 5.112 6.232
Br 0.791 4.479 6.249
H -1.688 3.399 7.417
H -3.004 4.410 6.785
H -1.089 5.899 6.986
H -1.229 5.548 5.251
Br -4.242 -4.674 2.026
C -4.552 -6.556 1.634
C -3.368 -7.399 2.031
Br -1.914 -7.224 0.748
H -4.793 -6.625 0.575
H -5.430 -6.828 2.220
H -3.631 -8.457 2.022
H -2.964 -7.137 3.006
Br -7.262 -4.231 -2.264
C -7.578 -6.121 -2.625
C -6.403 -6.968 -2.210
Br -4.940 -6.834 -3.487
H -7.816 -6.205 -3.683
H -8.459 -6.376 -2.037
H -6.677 -8.023 -2.202
H -6.001 -6.694 -1.237
Br -3.417 4.159 10.193
C -3.778 2.260 10.452
C -3.678 1.502 9.154
Br -5.250 1.790 8.040
H -4.757 2.184 10.919
H -3.016 1.921 11.154
H -3.654 0.428 9.339
H -2.811 1.782 8.558
Br 7.740 -1.428 -7.453
C 8.383 -2.332 -9.061
C 7.821 -3.726 -9.164
Br 8.726 -4.945 -7.945
H 9.470 -2.306 -9.026
H 8.037 -1.716 -9.890
H 7.996 -4.134 -10.159
H 6.759 -3.779 -8.936
Br -8.637 2.374 7.033
C -8.350 4.063 6.107
C -7.596 3.861 4.818
Br -5.696 3.562 5.137
H -7.841 4.725 6.804
H -9.350 4.450 5.909
H -7.642 4.761 4.204
H -7.957 3.013 4.239
Br 8.800 -0.394 3.368
C 8.887 -1.532 1.791
C 9.460 -0.790 0.611
Br 8.148 0.427 -0.166
H 7.881 -1.908 1.615
H 9.536 -2.360 2.073
H 9.714 -1.484 -0.190
H 10.335 -0.195 0.860
Br -2.535 3.942 -1.401
C -2.262 5.631 -2.334
C -1.522 5.430 -3.633
Br 0.382 5.138 -3.329
H -1.748 6.296 -1.643
H -3.265 6.013 -2.524
H -1.577 6.330 -4.245
H -1.885 4.581 -4.209
Br -5.701 3.432 -5.389
C -5.946 4.078 -3.568
C -6.585 5.444 -3.551
Br -5.302 6.834 -4.019
H -4.970 4.054 -3.089
H -6.598 3.345 -3.092
H -6.923 5.695 -2.546
H -7.419 5.537 -4.243
Br 3.051 8.756 2.361
C 2.960 8.794 4.308
C 1.981 7.774 4.829
Br 0.142 8.370 4.595
H 2.714 9.814 4.595
H 3.970 8.560 4.644
H 2.101 7.643 5.905
H 2.065 6.807 4.338
```

These are the Löwdin partial charges, in e, on atoms 1 to 5: 0.0831 -0.2601 0.1116 -0.1691 0.0442

---

ORCA calculation (ωB97M-V with the def2-TZVPD basis set) on a cluster of 2 separate species, C7H14NO2 in total at a distorted geometry.

Values from the calculation:
LUMO (eV): -4.1158
E_HOMO (eV): -13.75
ΔE to the lowest compared entry with this formula, charge and spin (kcal per mole): 111.27
Multiplicity: 1
E_tot (eV): -13060.0280
Charge: +1

XYZ file:
```
24
C7H14NO2 ωB97M-V with the def2-TZVPD basis set
C 1.025 1.890 1.872
C -0.008 0.687 0.321
C 0.268 -2.796 1.839
C -1.119 0.942 -1.661
C 0.287 2.793 -0.912
C 0.096 -0.737 0.341
C 0.633 -1.374 1.668
N 0.128 1.285 -0.994
O 0.417 2.555 2.559
O 1.771 1.309 1.211
H 0.817 -3.206 2.850
H 0.573 -3.347 0.971
H -0.745 -3.152 2.146
H -1.153 -0.054 -2.233
H -1.958 0.952 -0.886
H -1.235 1.656 -2.538
H -0.166 3.201 -1.847
H -0.454 2.983 0.014
H 1.308 3.040 -0.650
H -0.993 -0.870 0.443
H 0.640 -1.272 -0.535
H 1.673 -1.227 1.493
H 0.365 -0.718 2.489
H 0.892 0.897 -1.479
```

These are the Löwdin partial charges, in e, on atoms 1 to 5: -0.4900 -0.0250 -0.1124 -0.0224 0.0465